Entry 1:
Below is C38H34AsI2N2O4PRuS2 as an isolated structure at a distorted geometry, with properties calculated with ωB97M-V/def2-TZVPD.

The geometry in XYZ format:
```
85
Properties=species:S:1:pos:R:3:mulliken_charge:R:1
Ru 0.45 -0.77 -0.38 0.884
I -0.10 0.67 5.20 0.112
C 1.09 -0.69 4.16 -0.522
C 1.72 -1.72 4.88 -0.255
C 2.57 -2.58 4.26 -0.494
I 3.52 -4.04 5.42 0.171
C 2.79 -2.48 2.86 1.123
C 3.70 -3.30 2.15 -0.649
C 3.88 -3.13 0.81 -1.657
C 3.06 -2.21 0.14 -0.424
N 2.16 -1.47 0.76 0.146
C 2.06 -1.51 2.12 1.056
C 1.24 -0.57 2.80 -0.541
O 0.55 0.44 2.18 0.108
H 1.54 -1.80 5.94 0.408
H 4.26 -4.05 2.69 0.214
H 4.60 -3.71 0.26 0.493
H 3.15 -2.09 -0.93 1.102
O -1.88 -0.54 1.03 -0.282
N -1.71 -0.11 -0.26 0.276
C -2.36 0.91 -0.67 -0.963
C -2.23 1.46 -2.00 0.789
C -3.09 2.51 -2.34 -0.928
C -3.04 3.11 -3.58 -1.008
C -2.13 2.66 -4.53 -0.826
C -1.27 1.62 -4.21 -0.906
C -1.30 1.01 -2.96 0.745
P -0.11 -0.36 -2.69 1.540
C -0.93 -1.71 -3.58 1.141
C -0.27 -2.53 -4.49 -0.311
C -0.95 -3.55 -5.13 -0.970
C -2.28 -3.79 -4.83 -0.732
C -2.94 -3.00 -3.90 -0.787
C -2.27 -1.96 -3.28 -0.643
C 1.41 0.08 -3.59 1.440
C 1.59 -0.02 -4.97 -0.293
C 2.82 0.27 -5.55 -0.996
C 3.88 0.67 -4.76 -0.730
C 3.71 0.81 -3.39 -0.798
C 2.49 0.52 -2.81 -1.056
H -2.54 0.01 1.49 0.336
H -3.08 1.38 0.00 0.727
H -3.82 2.84 -1.62 0.528
H -3.70 3.93 -3.82 0.435
H -2.09 3.11 -5.51 0.495
H -0.56 1.27 -4.95 0.283
H 0.78 -2.37 -4.71 0.504
H -0.43 -4.16 -5.87 0.493
H -2.81 -4.59 -5.34 0.444
H -3.98 -3.20 -3.67 0.486
H -2.79 -1.35 -2.55 0.184
H 0.78 -0.34 -5.62 0.506
H 2.94 0.19 -6.62 0.459
H 4.85 0.88 -5.20 0.440
H 4.54 1.14 -2.77 0.477
H 2.35 0.65 -1.74 0.287
O 2.23 -8.06 -4.10 -0.454
C 2.75 -6.86 -3.82 0.531
O 3.80 -6.51 -4.30 -0.531
C 1.97 -5.94 -2.92 0.792
C 2.35 -4.61 -2.92 -0.850
C 1.67 -3.68 -2.16 0.115
C 0.59 -4.08 -1.37 1.253
S -0.34 -2.96 -0.41 -0.503
C 0.23 -5.43 -1.33 -1.297
C 0.91 -6.35 -2.10 -0.916
H 1.39 -8.23 -3.68 0.290
H 3.18 -4.31 -3.55 0.588
H 1.95 -2.64 -2.18 -0.241
H -0.59 -5.75 -0.70 0.527
H 0.61 -7.39 -2.04 0.305
C -1.53 4.47 0.43 -1.218
As -0.95 2.99 1.58 0.488
C 0.35 3.93 2.68 -1.015
C -2.52 2.86 2.76 -1.141
S 1.07 1.19 0.75 -0.200
H -1.50 5.38 1.03 0.487
H -2.55 4.31 0.08 0.385
H -0.87 4.58 -0.43 0.372
H -0.17 4.67 3.28 0.448
H 1.06 4.43 2.03 0.381
H 0.89 3.25 3.34 0.248
H -2.64 3.82 3.26 0.453
H -2.39 2.08 3.50 0.247
H -3.42 2.66 2.17 0.392
```

## Properties
2S+1 = 1
molecular weight = 1107.61 g/mol
LUMO level (alpha / beta) = -8.3236 / -8.2993 eV
HOMO level (alpha / beta) = -0.4543 / -0.4555 Ha
energy = -5942.08261 Eh
F_max = 3.4 eV/Å
orbital gap (alpha / beta) = 0.1484 / 0.1505 Eh
net charge = +2

=====

Entry 2:
Below is an isolated ion of composition C6H17N2 and charge +1 at a distorted geometry, with properties calculated with ωB97M-V/def2-TZVPD.

The geometry in XYZ format:
```
25
Properties=species:S:1:pos:R:3:mulliken_charge:R:1
N 0.64 1.96 -0.83 -0.251
C 0.20 0.60 -0.30 0.185
C -1.03 0.74 0.59 -1.083
C -1.90 -0.51 0.57 -0.345
C -3.33 -0.28 1.06 -1.416
C 1.41 0.01 0.41 -0.885
N 2.25 -0.66 -0.57 -0.343
C 1.82 -2.03 -0.86 -0.912
H 0.78 2.58 -0.03 0.362
H -0.10 2.39 -1.39 0.345
H 1.52 1.84 -1.33 0.380
H -0.06 -0.02 -1.16 0.289
H -0.72 0.93 1.63 0.384
H -1.63 1.63 0.40 0.427
H -1.47 -1.30 1.18 0.365
H -1.96 -0.95 -0.43 0.320
H -3.36 0.29 1.98 0.350
H -3.95 0.21 0.31 0.355
H -3.79 -1.25 1.20 0.395
H 1.99 0.75 0.96 0.480
H 1.03 -0.68 1.18 0.334
H 3.20 -0.69 -0.22 0.284
H 2.38 -2.36 -1.72 0.344
H 0.78 -2.01 -1.19 0.299
H 1.91 -2.69 0.00 0.336
```

## Properties
2S+1 = 1
molecular weight = 117.22 g/mol
energy relative to the best compared isomer or geometry (same formula, charge and spin) = 12.5 kcal/mol
LUMO level = -3.3264 eV
HOMO level = -0.4830 Ha
energy = -348.07085 Eh
F_max = 1.1 eV/Å
orbital gap = 0.3608 Eh
net charge = +1
SMILES = CCC[C@@H]([NH3+])CNC

=====

Entry 3:
Below is C20H30N4O5S3Sr as an isolated structure at a distorted geometry, with properties calculated with ωB97M-V/def2-TZVPD.

The geometry in XYZ format:
```
63
Properties=species:S:1:pos:R:3:mulliken_charge:R:1
Sr 0.44 0.32 -1.14 2.675
N -1.68 0.14 0.02 0.523
C -1.71 0.43 1.43 0.167
C -2.19 1.88 1.68 -1.240
N -1.54 2.95 0.96 -0.059
C -0.36 3.54 1.55 -0.786
C 0.78 2.59 1.97 -0.802
N 1.26 1.83 0.83 0.330
H -1.11 -0.69 -0.11 -1.073
H -2.60 -0.08 -0.36 0.230
H -2.38 -0.23 2.01 0.318
H -0.71 0.28 1.83 0.089
H -3.25 1.91 1.38 0.377
H -2.14 2.10 2.76 0.461
H -1.33 2.66 -0.01 -0.096
H 0.02 4.24 0.80 0.348
H -0.69 4.10 2.45 0.378
H 1.57 3.19 2.44 0.481
H 0.41 1.90 2.73 0.231
H 2.01 2.34 0.36 0.128
H 1.64 0.96 1.16 0.102
S -1.37 2.37 -2.42 -0.452
C -0.55 3.69 -3.28 0.113
C -1.34 4.53 -4.07 -0.624
C -0.80 5.58 -4.78 -0.470
C 0.56 5.84 -4.68 -0.445
C 1.36 5.01 -3.91 -0.587
C 0.83 3.92 -3.22 0.098
S 1.94 2.88 -2.34 -0.468
H -2.39 4.30 -4.11 0.346
H -1.43 6.19 -5.41 0.296
H 1.01 6.67 -5.22 0.295
H 2.42 5.18 -3.83 0.326
C -1.88 -6.51 2.87 -1.401
C -1.03 -5.29 2.63 1.176
C 0.34 -5.32 2.82 -0.929
C 1.12 -4.21 2.53 -0.783
C 0.52 -3.05 2.08 -0.036
C -0.86 -3.02 1.91 0.091
C -1.63 -4.12 2.19 -1.215
S 1.51 -1.70 1.35 1.620
O 2.73 -2.37 0.92 -0.832
O 1.69 -0.67 2.37 -0.894
N 0.61 -1.17 0.24 -1.891
C 0.44 -2.07 -0.83 0.131
C -0.75 -1.75 -1.70 0.401
O -1.78 -2.42 -1.53 -0.726
O -0.56 -0.85 -2.54 -0.687
H -1.27 -7.35 3.21 0.345
H -2.40 -6.80 1.96 0.307
H -2.64 -6.31 3.63 0.324
H 0.82 -6.23 3.16 0.278
H 2.20 -4.23 2.61 0.463
H -1.31 -2.13 1.50 0.506
H -2.70 -4.08 2.02 0.385
H 0.31 -3.11 -0.44 0.627
H 1.32 -2.14 -1.47 0.029
C 3.31 -1.04 -1.72 -0.710
O 2.64 -0.07 -0.99 -0.465
H 2.73 -1.40 -2.58 0.322
H 3.58 -1.90 -1.09 0.242
H 4.24 -0.61 -2.11 0.326
H 2.00 -0.59 -0.46 -0.214
```

## Properties
2S+1 = 1
molecular weight = 590.30 g/mol
energy relative to the best compared isomer or geometry (same formula, charge and spin) = 152.9 kcal/mol
LUMO level = 3.8838 eV
HOMO level = -0.0031 Ha
energy = -2600.59619 Eh
F_max = 13.8 eV/Å
orbital gap = 0.1458 Eh
net charge = -2

=====

Entry 4:
Below is C11H14Br2CrNO7P as an isolated structure, with properties calculated with ωB97M-V/def2-TZVPD.

The geometry in XYZ format:
```
37
Properties=species:S:1:pos:R:3:lowdin_spin:R:1
Cr -0.99 -0.67 0.64 0.982
O -0.57 2.21 3.27 0.007
C -0.41 1.24 2.59 0.004
O -1.36 0.66 1.84 0.026
C 0.89 0.49 2.45 -0.001
C 2.07 0.62 3.17 0.000
C 3.08 -0.30 2.91 -0.001
C 2.89 -1.34 2.00 0.000
C 1.68 -1.39 1.33 -0.001
N 0.76 -0.47 1.55 -0.010
C 1.15 -2.44 0.38 0.004
O 1.78 -3.35 -0.07 0.006
O -0.15 -2.20 0.13 0.023
H 2.17 1.40 3.90 0.000
H 4.02 -0.23 3.45 0.000
H 3.64 -2.10 1.83 0.000
Br -3.43 -1.22 0.04 -0.007
C -3.47 -2.87 -1.06 0.003
Br -2.32 -2.80 -2.57 0.000
H -4.50 -2.94 -1.38 0.000
H -3.18 -3.67 -0.40 0.000
C -0.93 3.23 -0.08 0.000
O -1.17 2.17 -1.03 -0.006
P -0.41 0.80 -1.08 -0.015
O -0.75 0.23 -2.51 -0.008
C -1.88 0.63 -3.32 -0.001
O 1.12 1.21 -1.14 -0.004
C 2.14 0.28 -1.58 0.000
H -1.28 4.14 -0.55 0.000
H 0.13 3.32 0.14 0.000
H -1.50 3.04 0.83 0.000
H -1.86 -0.02 -4.19 0.000
H -1.76 1.67 -3.62 0.000
H -2.81 0.50 -2.77 0.000
H 2.55 0.66 -2.51 0.000
H 1.74 -0.72 -1.75 0.000
H 2.91 0.25 -0.82 0.000
```

## Properties
2S+1 = 2
molecular weight = 515.01 g/mol
LUMO level (alpha / beta) = -4.5017 / -4.0316 eV
HOMO level (alpha / beta) = -0.4858 / -0.4679 Ha
energy = -7542.71695 Eh
F_max = 0.4 eV/Å
orbital gap (alpha / beta) = 0.3203 / 0.3198 Eh
⟨S²⟩ = 0.7620
net charge = +1

=====

Entry 5:
Below is C2H3N2S2 as an isolated structure at a distorted geometry, with properties calculated with ωB97M-V/def2-TZVPD.

The geometry in XYZ format:
```
9
Properties=species:S:1:pos:R:3:lowdin_spin:R:1
C -0.53 -0.79 0.09 0.062
C 0.02 -2.75 -0.10 0.257
N 0.33 -1.53 -0.64 0.026
N -0.55 0.49 0.36 0.068
S 0.43 -4.86 -1.41 1.561
S -1.40 -2.18 0.76 0.022
H 1.15 -1.27 -1.18 0.001
H 0.10 1.14 -0.07 0.002
H -1.20 0.87 1.04 0.002
```

## Properties
2S+1 = 3
molecular weight = 119.19 g/mol
energy relative to the best compared isomer or geometry (same formula, charge and spin) = 32.7 kcal/mol
LUMO level (alpha / beta) = -5.5949 / -5.8192 eV
HOMO level (alpha / beta) = -0.4685 / -0.4719 Ha
energy = -983.44836 Eh
F_max = 2.9 eV/Å
orbital gap (alpha / beta) = 0.2629 / 0.2581 Eh
⟨S²⟩ = 2.0710
net charge = +1

=====

Entry 6:
Below is a 4-piece molecular cluster, C4H15NO5S overall at a distorted geometry, with properties calculated with ωB97M-V/def2-TZVPD.

The geometry in XYZ format:
```
26
Properties=species:S:1:pos:R:3:mulliken_charge:R:1
C 1.57 -1.43 0.68 -1.442
C 0.45 -1.38 -0.35 0.379
C -0.86 -0.93 0.26 -0.289
S -1.63 -2.13 1.38 -0.188
N 0.80 -0.58 -1.50 -0.152
C 0.79 0.78 -1.50 0.457
O 1.38 1.20 -2.66 -0.522
O 0.32 1.56 -0.71 -0.534
H 1.63 -0.50 1.24 0.231
H 1.36 -2.21 1.40 0.456
H 2.50 -1.75 0.22 0.410
H 0.43 -2.43 -0.63 0.347
H -1.60 -0.69 -0.49 0.453
H -0.70 0.00 0.79 -0.384
H -2.09 -2.94 0.41 0.135
H 1.43 -0.98 -2.17 0.318
H 1.43 2.17 -2.63 0.362
H -0.96 1.55 2.15 0.245
H -0.15 2.80 2.32 0.314
O -0.04 1.85 2.22 -0.569
H 1.99 2.25 1.47 0.289
H 3.39 1.71 1.76 0.307
O 2.89 2.23 1.12 -0.616
H -3.67 -0.20 -0.40 0.337
H -3.13 0.90 -1.36 0.333
O -3.51 0.02 -1.32 -0.677
```

## Properties
2S+1 = 1
molecular weight = 189.23 g/mol
energy relative to the best compared isomer or geometry (same formula, charge and spin) = 0.0 kcal/mol
LUMO level = 0.3856 eV
HOMO level = -0.3406 Ha
energy = -990.57481 Eh
F_max = 1.5 eV/Å
orbital gap = 0.3548 Eh
SMILES = C[C@@H](CS)NC(=O)O.O.O.O

=====

Look up the molecular weight of the fifth one. 119.19 g/mol

=====

The highest energy belongs to which entry? C6H17N2

=====

What is the energy in the third record? -2600.59619 Eh